{"formula": "C19H29FeN5OS", "method": "wB97M-V/def2-TZVPD", "lumo_energy_ev": [-8.49, -13.34], "spin_multiplicity": 6, "charge": 3, "gap_ev": [9.5, 4.6], "symbols": ["Fe", "C", "C", "N", "C", "C", "S", "C", "C", "N", "H", "H", "H", "H", "H", "H", "H", "H", "H", "H", "H", "H", "H", "H", "C", "C", "O", "N", "C", "C", "C", "C", "C", "C", "N", "H", "H", "H", "H", "H", "H", "H", "H", "H", "H", "C", "C", "C", "N", "C", "C", "H", "H", "H", "H", "H"], "coordinates": [[0.23962, 0.21097, 0.22367], [0.53172, -0.64653, 3.44187], [1.90922, -0.79033, 2.77117], [2.18572, 0.21707, 1.72537], [2.75232, 1.50257, 2.16967], [1.81702, 2.36437, 3.01147], [0.22142, 2.65497, 2.17967], [-0.98958, 1.95767, 3.34997], [-1.55218, 0.60897, 2.89877], [-0.53818, -0.36433, 2.46757], [0.56202, 0.14317, 4.18877], [0.32662, -1.57903, 3.97797], [1.96632, -1.77083, 2.29687], [2.67042, -0.75943, 3.55857], [2.90742, -0.19003, 1.12937], [3.02852, 2.05287, 1.26507], [3.66872, 1.35057, 2.75967], [2.28582, 3.34497, 3.13127], [1.64412, 1.94957, 3.99997], [-1.81748, 2.66767, 3.39377], [-0.53628, 1.91907, 4.33977], [-2.22328, 0.76497, 2.04677], [-2.15258, 0.21837, 3.73347], [-1.02898, -1.23273, 2.25887], [-2.43608, 3.72327, -0.74113], [-2.03828, 2.30537, -0.96533], [-1.34158, 1.68867, -0.12763], [-2.45458, 1.70057, -2.07263], [-2.21408, 0.29177, -2.31923], [-0.87748, 0.04367, -2.98253], [-0.78578, -0.14913, -4.35743], [0.46472, -0.33523, -4.92753], [1.58572, -0.33013, -4.10933], [1.40412, -0.14633, -2.74803], [0.20452, 0.03347, -2.20173], [-2.42608, 3.96047, 0.31987], [-3.41928, 3.94147, -1.14853], [-1.71788, 4.38577, -1.22403], [-2.97918, 2.22177, -2.76213], [-3.02268, -0.09093, -2.94193], [-2.21438, -0.22183, -1.34853], [-1.67728, -0.16653, -4.96683], [0.56552, -0.47733, -5.99293], [2.57872, -0.46043, -4.50813], [2.24762, -0.14783, -2.06803], [0.38012, -4.44713, -1.78013], [1.48442, -3.77533, -1.27733], [1.27252, -2.63793, -0.51583], [0.05642, -2.16743, -0.23493], [-1.00088, -2.84103, -0.68363], [-0.88558, -3.98303, -1.46313], [0.51212, -5.32613, -2.39483], [2.48752, -4.12553, -1.46583], [2.11502, -2.10093, -0.09653], [-1.97568, -2.46923, -0.40003], [-1.77088, -4.49133, -1.81353]]}

***

{"formula": "C19H29N2O5", "method": "wB97M-V/def2-TZVPD", "lumo_energy_ev": -2.71, "smiles": "O=C(OCC[NH+]1CCOCC1)c1ccc(OCCN2CCOCC2)cc1", "charge": 1, "gap_ev": 8.0, "symbols": ["O", "C", "O", "C", "C", "N", "C", "C", "O", "C", "C", "C", "C", "C", "C", "O", "C", "C", "N", "C", "C", "O", "C", "C", "C", "C", "H", "H", "H", "H", "H", "H", "H", "H", "H", "H", "H", "H", "H", "H", "H", "H", "H", "H", "H", "H", "H", "H", "H", "H", "H", "H", "H", "H", "H"], "coordinates": [[2.26089, 2.43369, 0.12901], [1.86390, 1.34696, -0.30543], [2.48472, 0.72646, -1.32495], [3.43711, 1.43291, -2.11115], [4.78314, 1.65238, -1.41370], [4.72525, 2.80544, -0.48666], [4.97988, 4.10285, -1.14566], [4.73796, 5.22630, -0.13082], [5.58174, 5.07802, 0.98043], [5.35387, 3.85647, 1.63171], [5.61245, 2.67627, 0.68744], [0.73106, 0.63590, 0.23042], [0.29901, -0.58474, -0.30558], [-0.79362, -1.23363, 0.21670], [-1.49653, -0.68241, 1.29868], [-2.55832, -1.21934, 1.89599], [-3.14111, -2.42479, 1.42940], [-4.02562, -2.18897, 0.19600], [-4.95148, -3.28491, 0.01437], [-6.09595, -2.91527, -0.80676], [-7.07702, -4.08688, -0.85479], [-6.46670, -5.24050, -1.37945], [-5.35728, -5.60399, -0.59838], [-4.32499, -4.47625, -0.53806], [-1.05683, 0.54156, 1.83910], [0.03054, 1.18655, 1.31843], [3.58073, 0.79748, -2.98734], [3.00581, 2.38848, -2.43234], [5.56255, 1.81818, -2.16001], [5.03167, 0.75172, -0.84689], [3.68217, 2.80365, -0.13674], [4.31659, 4.22290, -2.00209], [6.01929, 4.13063, -1.48465], [4.97568, 6.19379, -0.57410], [3.68252, 5.21981, 0.18102], [6.04278, 3.82156, 2.47626], [4.31978, 3.80493, 2.00520], [5.40381, 1.73817, 1.20302], [6.65315, 2.68641, 0.35253], [0.83168, -1.01454, -1.13917], [-1.10165, -2.17037, -0.21879], [-3.77824, -2.76446, 2.24873], [-2.36976, -3.17852, 1.24581], [-3.40216, -2.01151, -0.69925], [-4.60655, -1.28198, 0.38417], [-6.58712, -2.04938, -0.35947], [-5.78693, -2.66054, -1.83522], [-7.91772, -3.85634, -1.51036], [-7.44634, -4.28716, 0.16164], [-4.92823, -6.49241, -1.06416], [-5.68039, -5.84504, 0.42531], [-3.50095, -4.78484, 0.10672], [-3.93527, -4.28691, -1.55446], [-1.60558, 0.95017, 2.67204], [0.36180, 2.12715, 1.73020]]}

***

{"formula": "C19H29N3O3S", "method": "wB97M-V/def2-TZVPD", "lumo_energy_ev": 0.41, "smiles": "CCCCN(C)CCn1c(=S)[nH]c2cc(OCC)c(OCC)cc2c1=O", "charge": 0, "gap_ev": 8.3, "symbols": ["C", "C", "C", "C", "N", "C", "C", "C", "N", "C", "S", "N", "C", "C", "C", "O", "C", "C", "C", "O", "C", "C", "C", "C", "C", "O", "H", "H", "H", "H", "H", "H", "H", "H", "H", "H", "H", "H", "H", "H", "H", "H", "H", "H", "H", "H", "H", "H", "H", "H", "H", "H", "H", "H", "H"], "coordinates": [[3.05997, -4.68470, -0.41395], [2.53397, -3.80436, -1.54088], [1.87359, -2.52040, -1.03782], [0.54787, -2.76919, -0.31748], [-0.40876, -3.53259, -1.10047], [-1.52557, -3.97942, -0.29353], [-0.80051, -2.98916, -2.37684], [-1.77341, -1.78597, -2.40211], [-1.21658, -0.56662, -1.84124], [-0.30696, 0.13394, -2.57716], [0.15999, -0.28219, -4.10528], [0.23647, 1.24889, -2.01969], [-0.09636, 1.72777, -0.77774], [0.50048, 2.87390, -0.25275], [0.13633, 3.33834, 0.99779], [0.62020, 4.44203, 1.59986], [1.66234, 5.18731, 0.99951], [3.02719, 4.52669, 1.16808], [-0.85096, 2.63689, 1.75403], [-1.10918, 3.17073, 2.97197], [-2.12994, 2.61151, 3.77711], [-3.52938, 2.99905, 3.30961], [-1.42928, 1.50673, 1.22283], [-1.06059, 1.04039, -0.04454], [-1.68615, -0.15832, -0.58873], [-2.55170, -0.78927, -0.01472], [3.75173, -4.12948, 0.21705], [3.58504, -5.54478, -0.82304], [2.24422, -5.04996, 0.20348], [1.80722, -4.36714, -2.12710], [3.36390, -3.53349, -2.19782], [2.54390, -2.01451, -0.33777], [1.72073, -1.84371, -1.88110], [0.14025, -1.80367, 0.02829], [0.74721, -3.36113, 0.58018], [-2.20123, -4.56348, -0.91672], [-1.14864, -4.62264, 0.50233], [-2.08757, -3.15546, 0.16670], [-1.30268, -3.79183, -2.92700], [0.09763, -2.72343, -2.93328], [-2.67325, -2.01228, -1.82950], [-2.03832, -1.59199, -3.44443], [0.90835, 1.74179, -2.59317], [1.23998, 3.38540, -0.84776], [1.64670, 6.14281, 1.53036], [1.44384, 5.37756, -0.05843], [3.23422, 4.37987, 2.22479], [3.05852, 3.55789, 0.67579], [3.79705, 5.16428, 0.74258], [-2.02417, 1.52141, 3.83277], [-1.94226, 3.02858, 4.77026], [-4.26657, 2.60800, 4.00514], [-3.73558, 2.60181, 2.31912], [-3.61752, 4.08186, 3.27241], [-2.17577, 0.93572, 1.75001]]}

***

{"formula": "C19H29N4O2P2Pt", "method": "wB97M-V/def2-TZVPD", "lumo_energy_ev": [-2.64, -6.85], "spin_multiplicity": 5, "charge": 1, "gap_ev": [5.5, 3.9], "symbols": ["C", "C", "N", "C", "C", "C", "C", "P", "Pt", "P", "C", "C", "C", "C", "C", "C", "C", "O", "O", "H", "H", "H", "C", "C", "H", "H", "H", "H", "C", "C", "H", "H", "H", "H", "H", "H", "H", "H", "H", "H", "H", "H", "H", "H", "H", "H", "H", "H", "H", "H", "H", "H", "N", "C", "N", "C", "N"], "coordinates": [[2.82313, -2.39837, -2.18619], [2.25194, -1.53721, -1.20921], [0.87525, -1.60547, -1.02459], [0.18018, -2.67977, -1.40773], [0.81109, -3.68921, -2.12211], [2.12709, -3.52773, -2.55979], [2.98839, -0.62592, -0.44284], [2.11440, 0.49152, 0.67027], [-0.09005, -0.00907, 0.07753], [-2.01737, -1.12409, -0.67068], [-1.25479, -2.79438, -0.99128], [-1.01223, 1.63726, 1.04862], [-0.65856, 1.92360, 2.35958], [-1.25870, 2.99307, 3.03964], [-2.19648, 3.79483, 2.39429], [-2.56960, 3.51290, 1.07562], [-1.97567, 2.42511, 0.40499], [2.96597, 2.03032, -3.63828], [0.88285, 3.74454, -1.77469], [3.83015, -2.15303, -2.54541], [0.22166, -4.56019, -2.38205], [2.60109, -4.29007, -3.18948], [2.70205, -0.34709, 2.14908], [2.63200, 2.22468, 0.82046], [-1.86404, -3.30130, -1.74762], [-1.36199, -3.35286, -0.04885], [3.51223, 1.60598, -2.94861], [4.06948, -0.52502, -0.66997], [-3.37570, -1.32076, 0.46532], [-2.69568, -0.61784, -2.26628], [0.07035, 1.28425, 2.85519], [-0.97520, 3.19492, 4.07516], [-2.66078, 4.63443, 2.92099], [-3.30976, 4.13957, 0.55646], [-2.25423, 2.20010, -0.62966], [-0.19926, 1.09594, -1.10630], [-0.07753, 4.00300, -1.94268], [1.15722, 3.05384, -2.40162], [2.75245, 1.37238, -4.35317], [-0.65860, 0.55563, -1.58073], [3.78983, -0.27782, 2.09092], [2.33971, 0.08856, 3.07387], [2.42043, -1.39733, 2.08331], [3.72576, 2.28050, 0.82872], [2.21748, 2.84327, 0.01675], [2.25326, 2.59677, 1.77829], [-3.44564, -1.34108, -2.60109], [-3.17798, 0.35599, -2.14080], [-1.91363, -0.53630, -3.02676], [-4.22720, -1.74993, -0.06672], [-3.09252, -1.97009, 1.29343], [-3.63311, -0.33054, 0.84341], [-0.16059, -1.16217, 1.78318], [-0.64257, -1.71882, 2.70253], [-0.94406, -2.22040, 3.82503], [-1.89362, -3.07305, 4.06198], [-2.71829, -3.84610, 4.38055]]}

***

Quick rundown of E, same order as above: -74868.4424; -33384.6574; -41622.4011; -52040.0567 eV